(1)
{
  "formula": "C19H19Br2N3O5",
  "method": "wB97M-V/def2-TZVPD",
  "homo_ev": -7.938,
  "total_charge": 0,
  "e_tot_ha": -6423.89544,
  "smiles": "COc1ccc(/C=N/NC(=O)CNc2c(Br)cc(C)cc2Br)c(C(=O)O)c1OC",
  "fmax_ev_per_a": 1.136,
  "elements": ["C", "O", "C", "C", "C", "C", "C", "N", "N", "C", "O", "C", "N", "C", "C", "Br", "C", "C", "C", "C", "C", "Br", "C", "C", "O", "O", "C", "O", "C", "H", "H", "H", "H", "H", "H", "H", "H", "H", "H", "H", "H", "H", "H", "H", "H", "H", "H", "H"],
  "coordinates": [[4.763695, 3.207596, -0.200690], [4.487457, 1.859267, 0.095787], [3.303831, 1.337489, -0.303606], [2.310958, 2.029397, -0.976863], [1.138493, 1.392394, -1.336459], [0.938753, 0.052260, -1.036061], [-0.313573, -0.582179, -1.374619], [-1.276119, 0.083025, -1.874072], [-2.452803, -0.534142, -2.060861], [-3.610556, 0.176903, -2.269863], [-3.641508, 1.314755, -2.660594], [-4.837141, -0.580653, -1.753759], [-4.993522, -0.220185, -0.338944], [-3.848713, -0.129703, 0.454284], [-3.401718, 1.086866, 0.990842], [-4.430466, 2.666948, 0.696368], [-2.233218, 1.198031, 1.716624], [-1.437104, 0.084612, 1.951085], [-0.139502, 0.203539, 2.682919], [-1.890115, -1.146395, 1.500848], [-3.072047, -1.241758, 0.790560], [-3.632105, -2.989071, 0.254184], [1.943327, -0.667622, -0.349647], [1.624701, -2.093178, -0.029956], [1.126579, -2.481208, 0.995968], [1.895051, -2.915544, -1.049178], [3.121026, -0.034347, 0.023142], [4.182343, -0.563069, 0.678708], [4.219689, -1.920029, 1.044142], [4.767986, 3.389393, -1.279955], [5.758012, 3.395953, 0.200463], [4.046503, 3.880827, 0.279371], [2.442221, 3.069497, -1.226497], [0.355894, 1.921236, -1.854354], [-0.431755, -1.649328, -1.147353], [-2.519793, -1.527431, -1.820714], [-5.732287, -0.253376, -2.280681], [-4.732238, -1.661228, -1.865968], [-5.532151, 0.637736, -0.263761], [-1.926137, 2.166458, 2.080516], [0.406961, 1.082044, 2.345919], [0.469248, -0.680011, 2.513942], [-0.317713, 0.304061, 3.753541], [-1.309738, -2.034678, 1.698670], [1.629389, -3.826845, -0.840115], [3.454421, -2.165349, 1.785202], [5.203809, -2.067754, 1.487924], [4.121683, -2.575213, 0.173576]],
  "atomic_forces_ev_per_a": [[0.023, 0.217, -0.054], [-0.121, -0.292, 0.030], [-0.072, -0.205, 0.061], [0.313, -0.013, 0.152], [-0.102, -0.433, 0.067], [0.740, 0.597, 0.112], [-0.939, -0.593, -0.240], [0.472, 0.619, 0.063], [0.021, -1.099, -0.174], [-0.205, -0.155, -0.138], [-0.061, 0.213, 0.001], [0.257, 0.115, -0.139], [-0.609, 0.101, 0.117], [0.177, 0.002, 0.402], [-0.177, 0.067, -0.178], [0.146, -0.157, 0.045], [0.026, -0.089, -0.022], [-0.219, 0.032, -0.081], [0.017, -0.006, 0.130], [-0.014, 0.006, -0.058], [-0.154, -0.094, 0.006], [0.087, 0.174, 0.067], [-0.029, 0.227, -0.114], [-0.108, -0.224, 0.394], [-0.017, -0.003, -0.031], [0.160, -0.177, -0.591], [0.166, 0.268, -0.019], [-0.120, 0.329, -0.121], [0.080, -0.347, 0.180], [-0.016, -0.007, 0.036], [-0.077, 0.033, -0.046], [0.012, -0.028, -0.027], [0.062, 0.105, -0.004], [-0.084, 0.097, -0.050], [-0.086, 0.074, -0.037], [-0.087, 0.418, 0.049], [0.128, -0.002, -0.006], [-0.012, 0.066, -0.024], [0.142, -0.185, -0.058], [0.022, 0.112, 0.018], [0.103, 0.058, -0.001], [0.097, -0.010, 0.021], [0.063, 0.029, 0.089], [0.041, -0.088, -0.008], [-0.055, 0.227, 0.249], [0.071, 0.030, -0.055], [-0.088, -0.044, -0.051], [0.025, 0.035, 0.039]],
  "lowdin_charge": [-0.07, -0.06, -0.19, 0.00, -0.01, -0.15, -0.09, 0.10, 0.03, -0.47, 0.08, -0.13, 0.00, -0.38, -0.57, 0.80, -0.08, -0.27, -0.03, -0.10, -0.58, 0.81, -0.02, -0.53, 0.11, 0.13, -0.13, -0.04, -0.05, 0.10, 0.10, 0.10, 0.11, 0.12, 0.13, 0.10, 0.13, 0.06, 0.06, 0.11, 0.08, 0.06, 0.09, 0.10, 0.14, 0.10, 0.10, 0.10]
}


(2)
{
  "formula": "C20H20GeHgNS2",
  "method": "wB97M-V/def2-TZVPD",
  "homo_ev": -11.056,
  "total_charge": 1,
  "e_above_lowest_kj_mol": 38.24,
  "e_tot_ha": -3855.39876,
  "fmax_ev_per_a": 0.868,
  "elements": ["Hg", "C", "Ge", "C", "C", "C", "C", "C", "C", "C", "C", "C", "C", "C", "C", "C", "C", "C", "C", "H", "H", "H", "H", "H", "H", "H", "H", "H", "H", "H", "H", "H", "H", "H", "S", "C", "N", "C", "C", "S", "H", "H", "H", "H", "H"],
  "coordinates": [[-1.846773, 0.309633, -1.781776], [-3.517838, -0.191146, 1.376828], [-1.658041, 0.162333, 0.940589], [-0.462693, -1.321228, 1.291385], [-0.228362, -1.569530, 2.644046], [0.644151, -2.580308, 3.022899], [1.284045, -3.342279, 2.056017], [1.045132, -3.102935, 0.709502], [0.174154, -2.093545, 0.326000], [-1.037786, 1.918714, 1.413123], [-1.862093, 2.679893, 2.206073], [-1.439296, 3.935476, 2.688128], [-0.204682, 4.410003, 2.355950], [0.665654, 3.666410, 1.519486], [1.940800, 4.164107, 1.155952], [2.765656, 3.444660, 0.341839], [2.351116, 2.190259, -0.152294], [1.127636, 1.684508, 0.183618], [0.250131, 2.401940, 1.033163], [-3.612232, -0.263237, 2.462264], [-3.820606, -1.141089, 0.941922], [-4.166419, 0.603472, 1.014480], [-0.721411, -0.974967, 3.406183], [0.827494, -2.770831, 4.071926], [1.968857, -4.126423, 2.349618], [1.544174, -3.704954, -0.039363], [-0.010859, -1.906231, -0.727305], [-2.848123, 2.320296, 2.477195], [-2.097975, 4.514125, 3.321408], [0.131628, 5.370462, 2.726926], [2.249523, 5.127711, 1.542143], [3.738482, 3.832648, 0.071780], [3.013001, 1.630792, -0.800584], [0.819032, 0.722869, -0.209941], [-1.518771, 0.194005, -4.728130], [-0.712940, -1.241849, -4.421374], [0.594881, -1.336876, -4.181486], [1.183859, -2.673130, -4.216658], [0.058826, -3.628968, -3.836349], [-1.478024, -2.798202, -4.366883], [1.165827, -0.520432, -4.352679], [2.013385, -2.731215, -3.514523], [1.557578, -2.888697, -5.219953], [-0.001586, -3.788084, -2.760901], [0.131493, -4.588172, -4.340260]],
  "atomic_forces_ev_per_a": [[0.224, -0.117, -0.080], [0.130, 0.041, 0.145], [-0.328, 0.025, -0.803], [-0.056, 0.193, -0.050], [0.062, -0.075, -0.098], [0.002, -0.010, 0.026], [-0.033, 0.009, -0.024], [0.005, -0.004, -0.027], [-0.016, -0.015, 0.074], [-0.008, -0.150, -0.017], [0.060, -0.007, -0.041], [-0.042, 0.059, 0.029], [0.013, -0.029, -0.009], [0.005, -0.055, -0.046], [-0.028, 0.002, 0.046], [0.022, 0.000, -0.002], [0.006, 0.033, -0.006], [-0.048, 0.019, 0.001], [0.013, 0.104, 0.062], [-0.050, -0.005, -0.006], [0.004, -0.002, -0.010], [-0.004, 0.006, 0.007], [0.046, -0.009, 0.035], [-0.004, 0.006, 0.000], [-0.005, 0.001, 0.015], [0.001, 0.000, -0.002], [0.034, -0.009, -0.013], [0.006, 0.007, 0.025], [0.005, 0.002, 0.000], [-0.012, 0.005, -0.004], [0.004, 0.004, -0.020], [-0.001, -0.002, -0.001], [-0.012, -0.017, 0.002], [0.061, -0.042, 0.045], [-0.218, 0.163, 0.687], [0.218, -0.226, 0.202], [0.021, -0.036, -0.197], [0.037, -0.070, -0.027], [-0.213, 0.083, 0.080], [0.020, 0.091, -0.048], [-0.048, 0.035, 0.058], [0.010, -0.016, -0.006], [-0.008, 0.035, -0.014], [0.049, -0.027, 0.000], [0.072, -0.003, 0.011]],
  "lowdin_charge": [0.83, -0.25, 0.84, -0.34, -0.10, -0.06, -0.07, -0.08, -0.14, -0.29, -0.10, -0.06, -0.01, -0.16, -0.02, -0.06, -0.06, -0.07, -0.19, 0.03, 0.03, 0.03, 0.11, 0.11, 0.11, 0.10, 0.05, 0.10, 0.11, 0.12, 0.12, 0.11, 0.11, 0.05, 0.50, -1.24, -0.06, -0.21, -0.40, 0.95, 0.14, 0.12, 0.13, 0.07, 0.09]
}


(3)
{
  "formula": "C24H20F4",
  "method": "wB97M-V/def2-TZVPD",
  "homo_ev": -9.116,
  "total_charge": 0,
  "e_above_lowest_kj_mol": 90.91,
  "e_tot_ha": -1325.95769,
  "smiles": "Fc1ccccc1.Fc1ccccc1.Fc1ccccc1.Fc1ccccc1",
  "fmax_ev_per_a": 2.567,
  "elements": ["F", "C", "C", "C", "C", "C", "C", "H", "H", "H", "H", "H", "F", "C", "C", "C", "C", "C", "C", "H", "H", "H", "H", "H", "F", "C", "C", "C", "C", "C", "C", "H", "H", "H", "H", "H", "F", "C", "C", "C", "C", "C", "C", "H", "H", "H", "H", "H"],
  "coordinates": [[0.679521, 3.501212, -4.835599], [1.007544, 4.185611, -3.738746], [-0.011397, 4.583826, -2.909734], [0.278222, 5.324376, -1.753141], [1.660427, 5.619338, -1.509097], [2.657098, 5.162256, -2.353677], [2.354207, 4.434997, -3.477057], [-0.998441, 4.351309, -3.217595], [-0.567822, 5.739913, -1.186101], [1.902947, 6.212620, -0.609965], [3.696558, 5.325310, -2.114390], [3.091068, 4.107564, -4.214853], [-3.148743, 1.266455, 6.168053], [-3.054124, 0.731858, 4.964263], [-3.639501, -0.492019, 4.688890], [-3.565239, -1.061202, 3.475758], [-2.876275, -0.403051, 2.473324], [-2.225428, 0.794782, 2.727526], [-2.289189, 1.347921, 4.014115], [-4.102326, -0.965710, 5.519200], [-3.967214, -2.087085, 3.376229], [-2.793666, -0.706750, 1.457009], [-1.674113, 1.300505, 1.947907], [-1.752546, 2.280877, 4.125215], [0.317977, -0.976205, 1.517716], [0.646207, -0.216823, 0.479932], [0.539746, -0.772297, -0.813748], [1.016956, -0.027807, -1.891101], [1.521782, 1.240468, -1.700820], [1.616051, 1.779295, -0.454106], [1.144930, 1.056061, 0.607735], [0.116590, -1.786489, -0.850522], [0.938820, -0.489195, -2.861781], [1.814339, 1.746827, -2.612052], [2.021843, 2.792078, -0.249831], [1.275078, 1.458970, 1.596695], [2.166850, -5.011761, 1.605750], [1.373872, -5.306027, 0.559378], [1.758075, -5.044139, -0.753423], [0.908663, -5.279007, -1.803483], [-0.315664, -5.877531, -1.551051], [-0.714600, -6.075377, -0.257161], [0.065074, -5.621376, 0.796393], [2.747921, -4.664334, -1.042139], [1.284874, -5.188362, -2.789065], [-0.955901, -6.147051, -2.364535], [-1.664627, -6.445241, 0.028127], [-0.286400, -5.699610, 1.785556]],
  "atomic_forces_ev_per_a": [[-0.057, -0.346, -0.592], [0.869, 0.144, 0.507], [0.501, 0.661, 0.805], [1.311, 0.178, -1.004], [-1.873, 0.289, 1.077], [0.212, -0.015, 0.521], [-0.809, -0.352, -1.137], [-0.864, -0.155, -0.056], [0.763, -0.301, 0.040], [0.000, -0.389, -0.633], [0.077, 0.254, 0.055], [-0.129, 0.048, 0.429], [-0.234, 0.288, 1.056], [0.622, -0.378, -1.140], [-0.112, 1.044, 2.108], [0.057, -1.619, -1.298], [0.512, 0.889, -0.565], [-0.566, -0.373, 0.991], [0.464, 0.694, -1.462], [-0.531, -0.502, 0.483], [0.133, 0.834, -0.335], [-0.192, -0.891, -0.502], [0.031, -0.017, -0.018], [-0.179, 0.041, 0.665], [-0.233, 0.029, 0.614], [0.247, -0.236, -2.544], [0.025, -0.086, 1.326], [-0.915, -1.164, 0.722], [0.262, -0.071, -1.795], [0.165, 1.388, 0.262], [0.201, -0.226, 1.919], [0.308, 0.474, -0.427], [0.109, 0.208, -0.291], [0.248, 0.337, 0.282], [-0.292, -0.816, -0.422], [-0.123, 0.085, 0.358], [0.226, -0.112, -0.263], [-0.309, 1.504, -0.624], [1.730, 0.403, 0.029], [-0.379, -1.098, 0.744], [-0.137, 0.092, -0.535], [0.054, 1.031, 0.615], [0.520, -1.284, -0.361], [-0.300, -0.174, 0.710], [0.095, 0.388, -0.843], [-0.274, -0.199, -0.337], [-0.907, -0.430, -0.233], [-0.324, -0.067, 1.097]],
  "lowdin_charge": [0.07, -0.32, -0.02, -0.05, -0.10, -0.11, -0.03, 0.11, 0.11, 0.11, 0.11, 0.13, 0.08, -0.31, -0.04, -0.09, -0.09, -0.08, -0.01, 0.11, 0.12, 0.09, 0.10, 0.11, 0.08, -0.30, 0.00, -0.08, -0.10, -0.09, -0.04, 0.12, 0.10, 0.09, 0.12, 0.12, 0.07, -0.28, -0.03, -0.09, -0.09, -0.08, -0.02, 0.12, 0.10, 0.10, 0.10, 0.11]
}


(4)
{
  "formula": "C4H13N3O2",
  "method": "wB97M-V/def2-TZVPD",
  "homo_ev": -9.339,
  "total_charge": 0,
  "e_above_lowest_kj_mol": 264.88,
  "e_tot_ha": -474.87605,
  "fmax_ev_per_a": 2.479,
  "elements": ["C", "C", "N", "N", "N", "H", "H", "H", "H", "H", "H", "H", "H", "H", "C", "C", "O", "O", "H", "H", "H", "H"],
  "coordinates": [[-1.113629, -0.230256, 1.428821], [0.174101, -0.500376, 2.133017], [-0.191450, 1.065701, -0.322301], [-1.407756, 1.607966, -0.813150], [-1.650128, -1.171397, 0.715407], [0.309311, 1.741550, 0.242822], [-1.723168, 0.583160, 1.825222], [-2.014044, 0.808547, -0.995833], [-1.210565, 1.988598, -1.743277], [-0.789118, -1.622961, -0.156597], [-2.600446, -1.012446, 0.405786], [-0.056305, -0.945313, 3.104770], [0.726106, 0.420282, 2.315520], [0.777118, -1.197275, 1.554942], [2.101629, 0.304729, -0.883210], [0.656019, 0.379441, -1.315204], [0.240675, -1.696015, -0.847925], [0.309120, 0.447029, -2.485535], [0.087048, -1.834399, -1.788525], [2.201012, -0.124134, 0.110590], [2.641279, -0.321220, -1.589437], [2.533190, 1.308791, -0.895904]],
  "atomic_forces_ev_per_a": [[-0.835, -1.367, 0.512], [0.166, 0.242, -0.350], [0.231, -0.605, -0.392], [0.426, -0.065, -0.163], [0.275, 0.685, 0.191], [0.007, -0.059, -0.222], [0.057, 0.120, -0.328], [0.051, 0.111, 0.065], [-0.098, -0.116, 0.135], [1.546, -0.344, -1.007], [-0.074, 0.197, 0.100], [-0.068, -0.003, -0.055], [0.039, -0.003, 0.012], [0.013, -0.044, 0.037], [-0.171, -0.548, 0.068], [-0.112, 2.462, -0.263], [-1.183, 0.009, 0.975], [0.051, -0.635, 0.543], [-0.241, -0.109, 0.144], [0.030, 0.040, 0.027], [-0.011, 0.025, 0.020], [-0.098, 0.007, -0.051]],
  "lowdin_charge": [-0.24, -0.07, -0.09, 0.02, 0.07, 0.12, 0.12, 0.07, 0.08, 0.06, 0.09, 0.09, 0.08, 0.07, -0.01, -0.54, -0.21, 0.02, 0.02, 0.06, 0.09, 0.09]
}


| no. | Kohn-Sham gap (Eh) |
| --- | --- |
| 1 | 0.3046 |
| 2 | 0.2631 |
| 3 | 0.3606 |
| 4 | 0.3715 |